Entry 1
DFT (ωB97M-V/def2-TZVPD) results for 2 unconnected molecules or ions with the total composition C6H12N.

For the LUMO energy (spin up / spin down), the calculation gives -0.17802 / -0.19963 Eh. The HOMO energy (spin up / spin down) is -14.13 / -13.74 eV.

```
! RIJCOSX wB97M-V def2-TZVPD def2/J DEFGRID3
* xyz 1 1
N -0.55032 1.12454 -0.03516
C 0.48320 2.05932 -0.13763
C 3.40586 -0.34089 -0.07623
C 2.17061 -0.76825 0.08620
C -2.71927 -0.86113 0.05876
C -1.24878 -1.30699 0.00188
C -0.34056 -0.13097 0.05206
H 4.04866 -1.05226 0.37800
H 1.90301 -1.65122 0.58640
H -3.08984 -1.00467 1.03766
H -1.12132 -1.79402 -0.97438
H 1.36122 1.61052 0.07752
H -1.08443 -1.90612 0.87384
H 0.30374 2.87486 0.53170
H -3.24166 -1.60046 -0.58083
H 3.47435 0.66402 -0.44514
H -3.00706 0.18557 -0.07253
H -1.51522 1.59403 -0.21106
H 0.76781 2.30412 -1.15104
*
```

Löwdin population analysis, charges in e, atoms 1 to 2: number 1, N, carries 0.006; number 2, C, carries -0.052

***

Entry 2
DFT (ωB97M-V/def2-TZVPD) results for 2 unconnected molecules or ions with the total composition C6H12N.

For the LUMO energy, the calculation gives -0.16989 Eh. The HOMO energy is -13.25 eV.

```
! RIJCOSX wB97M-V def2-TZVPD def2/J DEFGRID3
* xyz 1 1
N 0.03289 1.92779 0.20444
C 2.43807 -0.92679 0.88328
C -3.13386 0.27405 -0.69912
C 2.01079 -1.04784 -0.52610
C 1.09392 -0.24167 0.42784
C 1.06159 1.07398 0.01603
C -2.65460 -0.95016 -0.35239
H -3.02798 -1.48579 0.52678
H 3.15384 -0.17867 1.15808
H 2.31794 -0.36719 -1.36967
H -2.92537 0.79083 -1.53946
H 2.29650 -1.81884 1.46370
H 0.26998 -0.62854 1.04592
H 0.21363 2.91943 -0.00276
H -3.85221 0.78393 -0.06874
H -0.85085 1.78981 0.79291
H 1.85608 1.56140 -0.44908
H 1.52830 -1.89935 -0.85358
H -1.82866 -1.57638 -0.65809
*
```

Löwdin population analysis, charges in e, atoms 1 to 2: number 1, N, carries 0.190; number 2, C, carries -0.003

***

Entry 3
DFT (ωB97M-V/def2-TZVPD) results for a gas-phase ion, C6H12N (charge +1).

For the LUMO energy, the calculation gives -0.15770 Eh. As for the SMILES: C[C@H]1CCC=[N+]1C. The HOMO energy is -15.41 eV.

```
! RIJCOSX wB97M-V def2-TZVPD def2/J DEFGRID3
* xyz 1 1
N -0.48279 0.47150 0.55334
C -0.44829 1.74139 1.33247
C 1.83171 0.30815 -0.61709
C -1.40707 -0.42348 0.74081
C -0.09700 -1.26503 -1.08543
C 0.29916 0.18862 -0.66330
C -1.34037 -1.60718 -0.18927
H 0.71077 -1.92383 -0.95372
H -2.14850 -0.29668 1.57302
H 2.37597 -0.35060 -1.32787
H -2.35892 -1.85665 -0.61579
H -1.06933 1.76519 2.10674
H 2.14022 0.08603 0.48766
H 2.12674 1.37870 -0.87666
H 0.56066 1.80404 1.66077
H -0.24679 -1.02914 -2.07478
H -0.01718 0.92064 -1.42150
H -1.14563 -2.57005 0.52364
H -0.67966 2.58967 0.68371
*
```

Löwdin population analysis, charges in e, atoms 1 to 2: number 1, N, carries -0.047; number 2, C, carries 0.064

***

Result of the stability comparison: entry 3 is the most stable of them.

***

Entry 1
DFT (ωB97M-V/def2-TZVPD) results for a molecular structure, C6H12N.

For the LUMO energy (spin up / spin down), the calculation gives -0.15593 / -0.15332 Eh. The HOMO energy (spin up / spin down) is -10.99 / -11.21 eV.

```
! RIJCOSX wB97M-V def2-TZVPD def2/J DEFGRID3
* xyz 1 1
N -2.56530 0.64465 -0.73271
C -0.64205 -1.53898 0.15070
C -1.38226 0.88616 0.03096
C 1.41742 0.15504 -0.08719
C -0.49880 -0.15930 0.24729
C 0.74769 0.18809 1.11674
C 2.37370 -0.99428 -0.49767
H 2.15048 -1.09559 -1.56320
H -3.36435 0.38949 -0.05510
H -1.54797 -2.23434 0.03669
H -1.15007 1.83508 0.53401
H 3.31854 -0.54174 -0.40648
H 0.24916 -2.03264 -0.09852
H -2.62158 -0.09477 -1.44443
H 0.61024 1.17914 1.49976
H 1.02980 -0.70554 1.63888
H 2.28024 -1.96916 0.05836
H -2.92099 1.51986 -1.10198
H 1.32612 1.02598 -0.71181
*
```

Löwdin population analysis, charges in e, atoms 1 to 2: number 1, N, carries 0.144; number 2, C, carries 0.089

***

Entry 2
DFT (ωB97M-V/def2-TZVPD) results for 2 unconnected molecules or ions with the total composition C6H12N.

For the LUMO energy, the calculation gives -0.19193 Eh. The HOMO energy is -14.49 eV.

```
! RIJCOSX wB97M-V def2-TZVPD def2/J DEFGRID3
* xyz 1 1
N -0.22627 0.05790 -0.26195
C 1.69928 -0.70765 0.06685
C -1.23391 -0.89720 0.38868
C -0.20852 1.34290 0.45380
C -0.33757 0.20767 -1.77235
C 1.78528 -0.77113 1.42996
C 1.92738 -0.52784 2.62645
H 1.66352 -1.73608 -0.31630
H -0.99613 -1.25297 1.46064
H 2.37605 0.05594 -0.34136
H -1.37967 0.51935 -2.22269
H -1.08863 1.75098 0.02191
H 0.51749 0.93999 -2.11810
H -0.06190 1.17278 1.55461
H -0.11172 -0.74385 -2.12243
H -1.20029 -1.78708 -0.23675
H -2.26549 -0.48434 0.41366
H 2.15635 -0.71350 3.64211
H 0.63618 2.00194 -0.08844
*
```

Löwdin population analysis, charges in e, atoms 1 to 2: number 1, N, carries -0.310; number 2, C, carries 0.059

***

Entry 3
DFT (ωB97M-V/def2-TZVPD) results for a gas-phase ion, C6H12N (charge +1).

For the LUMO energy, the calculation gives -0.19467 Eh. As for the SMILES: C=[NH+]C(=C)CCC. The HOMO energy is -14.69 eV.

```
! RIJCOSX wB97M-V def2-TZVPD def2/J DEFGRID3
* xyz 1 1
N -1.39362 0.79412 -0.44915
C 1.70123 -0.04375 -0.17660
C -0.81231 -0.41703 0.08291
C -1.55513 -1.05721 0.97516
C 1.98801 -0.07481 1.32565
C 0.47871 -0.88788 -0.53019
C -0.94227 1.54425 -1.37170
H 1.43928 0.65384 1.91245
H -1.55584 2.36199 -1.73253
H -1.16421 -1.96036 1.42868
H 0.34463 -1.09378 -1.59852
H 3.04872 0.10621 1.52034
H 2.57279 -0.48962 -0.66609
H 1.85934 -1.09524 1.69732
H -2.55931 -0.72971 1.21550
H 0.00120 1.32772 -1.85663
H -2.31576 0.97217 -0.05649
H 1.68586 0.96268 -0.59883
H 0.60750 -1.88552 -0.10179
*
```

Löwdin population analysis, charges in e, atoms 1 to 2: number 1, N, carries 0.098; number 2, C, carries -0.247

***

Entry 4
DFT (ωB97M-V/def2-TZVPD) results for a molecular structure, C6H12N.

For the LUMO energy, the calculation gives -0.10525 Eh. The HOMO energy is -13.10 eV.

```
! RIJCOSX wB97M-V def2-TZVPD def2/J DEFGRID3
* xyz 1 1
N -0.76774 0.34839 0.26284
C 0.35214 -0.08889 -0.64656
C -1.60219 1.30503 -0.44152
C 1.10189 -1.35976 -0.26227
C -1.70848 -0.71777 0.66729
C 2.12439 -0.31214 0.03482
C 3.05271 0.47512 0.36736
H -1.24252 -1.61603 1.26608
H -1.02056 1.87014 -1.18861
H -2.14087 1.81722 0.23086
H 0.15045 0.02070 -1.77555
H 1.35848 -1.92713 -1.19564
H 3.94699 0.19049 0.84060
H -0.25280 0.76474 0.98743
H -2.38861 0.84048 -1.03053
H -2.43770 -0.27670 1.38944
H -2.28790 -1.03005 -0.26654
H 3.11512 1.57393 0.19381
H 0.64722 -1.87777 0.56671
*
```

Löwdin population analysis, charges in e, atoms 1 to 2: number 1, N, carries -0.181; number 2, C, carries -0.117

***

Result of the stability comparison: entry 3 is the most stable of them.

***

Entry 1
DFT (ωB97M-V/def2-TZVPD) results for C17H29N5O7 in the gas phase.

For the LUMO energy, the calculation gives 0.01740 Eh. As for the SMILES: COCCOCC(=O)NC[C@@]1(OC)CCN(C(=O)CCCn2c(O)nnc2O)C1. The HOMO energy is -8.14 eV.

```
! RIJCOSX wB97M-V def2-TZVPD def2/J DEFGRID3
* xyz 0 1
O -0.43141 1.44680 -2.46801
O -0.61243 0.70358 3.95143
O -2.92251 -0.44750 -0.83778
O 3.06886 -0.87382 -4.36329
O -0.32016 -1.31688 0.06438
O 4.52605 -0.25126 1.49997
O -3.04218 1.28085 -3.03441
N 2.49021 0.17276 2.33686
N -1.28816 -1.30995 2.11397
N -0.33162 -0.17562 -4.18649
N 1.54327 0.47857 -3.21634
N 0.74210 -0.88501 -4.75451
C -1.23334 0.19436 5.11226
C -2.71563 -1.41334 0.15409
C -1.31929 -1.31134 0.75850
C 3.44595 0.30889 1.38382
C 1.58258 -0.33366 4.43461
C 2.41660 1.10053 -2.23916
C 0.18295 0.59999 -3.28437
C -3.71810 0.03454 -3.03851
C -0.07029 -1.42416 2.88436
C -3.48222 2.14669 -4.06344
C 1.14163 0.72789 2.34047
C 1.80384 -0.47578 -4.15250
C 3.11782 1.14446 0.16721
C 2.52373 0.28957 -0.95300
C -3.00115 -0.95639 -2.16149
C 2.79215 -0.59295 3.54421
C 0.44492 -0.08570 3.43773
H -2.81543 -2.43274 -0.23414
H 0.69299 -1.85609 2.23624
H 2.43203 1.95818 0.41511
H 1.72433 0.57781 5.01957
H -1.99942 -1.15090 -2.55265
H -2.15092 -1.15749 2.60612
H -4.74412 0.19062 -2.68501
H -3.47584 -1.27557 0.93070
H 3.03495 -1.54119 -5.06067
H 1.99321 2.08353 -2.02888
H -3.74652 -0.36894 -4.05688
H -0.24481 -2.12480 3.70412
H -3.57504 -1.89043 -2.18119
H 3.73101 -0.25895 3.98404
H -0.53372 0.11523 5.94910
H 4.06243 1.58320 -0.15711
H 3.39431 1.24692 -2.69852
H -4.54852 2.36399 -3.95226
H 2.91318 -1.65214 3.30194
H 1.12989 1.78338 2.62814
H 0.65270 0.61054 1.37405
H 1.38789 -1.15824 5.12054
H -3.29989 1.70231 -5.04608
H -2.91579 3.07062 -3.97418
H -2.02035 0.89547 5.38002
H 1.53104 -0.06691 -0.67298
H -1.68583 -0.79107 4.94828
H 3.15037 -0.58908 -1.12072
H -1.40827 1.35663 -2.60730
*
```

Löwdin population analysis, charges in e, atoms 1 to 2: number 1, O, carries 0.107; number 2, O, carries -0.121

***

Entry 2
DFT (ωB97M-V/def2-TZVPD) results for C17H29N5O7 in the gas phase.

For the LUMO energy, the calculation gives 0.01826 Eh. As for the SMILES: COCCOCC(=O)NC[C@@]1(OC)CCN(C(=O)CCCn2c(O)nnc2O)C1. The HOMO energy is -9.15 eV.

```
! RIJCOSX wB97M-V def2-TZVPD def2/J DEFGRID3
* xyz 0 1
O -1.37662 -1.24080 -8.40970
O 1.25756 -3.19937 -4.31950
O 0.10748 -6.47957 -1.81069
O -0.03840 -3.60926 -1.92201
O 0.95635 0.01693 -7.65431
O -4.36374 -3.09227 -3.88411
O -2.84408 -2.26083 -1.00385
N -1.94185 -1.33846 -2.88785
N 0.37774 -0.00810 -5.36902
N 0.48692 -0.96763 -4.36352
N 1.29925 -1.82820 -6.20979
N -2.45987 -1.94057 -6.57625
C -3.69214 -2.04421 -4.55579
C -4.52197 -1.33929 -5.64440
C 1.75252 -2.81545 -7.17590
C -3.14168 -0.97244 -3.59162
C -3.46986 -0.88211 -6.65418
C -0.70548 -3.37197 -7.52608
C -1.08922 -4.49163 -2.32971
C -1.51816 -2.08266 -7.51751
C 0.74899 -7.64863 -2.26279
C 0.85491 -0.54072 -6.44387
C -0.47659 -5.75675 -2.86567
C -5.43462 -2.71826 -3.03112
C 0.66369 -3.20178 -8.17837
C -1.88710 -1.97779 -1.70278
C -0.44801 -2.35714 -1.34532
C 1.01547 -2.02721 -4.89779
C -2.60961 -2.75352 -5.37718
H 1.16868 -8.14843 -1.39309
H 0.27430 -5.52332 -3.63353
H -5.11203 -0.50595 -5.26278
H -2.97322 -3.75867 -5.60379
H -1.72786 -4.72333 -1.47403
H -2.91796 -0.06964 -4.16198
H 0.97085 -4.13707 -8.64841
H 0.86833 -3.23238 -3.40792
H 0.04217 -8.32516 -2.75854
H 2.63122 -2.42838 -7.69052
H 0.58632 -2.45795 -8.96987
H 1.55718 -7.41189 -2.96495
H -1.05162 -1.11797 -3.33947
H -0.61839 -3.80640 -6.52900
H -3.02728 0.08311 -6.39622
H -3.92160 -0.71641 -2.87416
H -6.09039 -1.98319 -3.50885
H -5.06676 -2.33384 -2.07860
H -3.84696 -0.80706 -7.67245
H -5.19695 -2.06897 -6.09582
H -1.27136 -6.34701 -3.34489
H 0.25300 -1.60016 -1.69577
H -0.39144 -2.44271 -0.25915
H -1.66786 -2.82742 -4.83503
H -1.71327 -4.03202 -3.09972
H -6.00745 -3.62463 -2.84784
H 2.05688 -3.68311 -6.59210
H 0.13962 -0.21194 -8.14906
H -1.31076 -4.06954 -8.11328
*
```

Löwdin population analysis, charges in e, atoms 1 to 2: number 1, O, carries 0.026; number 2, O, carries 0.107

***

Entry 3
DFT (ωB97M-V/def2-TZVPD) results for C17H29N5O7 in the gas phase.

For the LUMO energy, the calculation gives 0.01376 Eh. As for the SMILES: COCCOCC(=O)NC[C@@]1(OC)CCN(C(=O)CCCn2c(O)nnc2O)C1. The HOMO energy is -7.88 eV.

```
! RIJCOSX wB97M-V def2-TZVPD def2/J DEFGRID3
* xyz 0 1
O -2.60523 3.74438 -1.44809
O 1.81388 1.97907 2.30447
O -0.82818 -0.06463 -6.06831
O -3.27026 4.05388 -4.14136
O 0.35329 3.90548 -4.03973
O -1.32755 1.29908 -0.89412
O 2.36874 -2.16149 -1.65605
N 2.16701 -0.48422 -0.17776
N -0.88131 1.93951 1.22264
N -1.92224 2.02059 -5.86179
N -1.57124 3.23465 -5.24909
N 0.07286 1.78892 -4.94182
C 1.96762 0.91281 0.19546
C -4.16634 3.41470 -3.24353
C 1.31192 1.22538 -4.45525
C -0.17282 0.73116 1.60996
C 2.46109 0.04106 -2.56935
C 1.37434 0.82083 1.61346
C 1.54571 2.00123 3.69011
C -3.38413 2.76007 -2.12080
C 1.96385 -0.47922 2.15669
C 2.33995 -0.96079 -1.43409
C -1.42984 2.12470 -0.00056
C -0.93435 1.21301 -5.65746
C 1.11156 0.44312 -3.15863
C -0.40062 3.04560 -4.72449
C -2.25881 3.40790 -0.13682
C 2.03858 -1.40793 0.94745
C -3.91420 4.50631 -5.32132
H 1.28611 1.41746 -0.48594
H -4.72789 2.63466 -3.76654
H -4.70440 5.22358 -5.08627
H 1.37749 -0.91492 2.96696
H -4.87737 4.14461 -2.84497
H 1.99277 2.06267 -4.30113
H -1.70152 4.24652 0.28074
H 2.99758 0.93411 -2.24177
H 2.02565 1.17098 4.21418
H -3.17002 4.99840 -5.94487
H -4.34206 3.66960 -5.87981
H 2.89370 -2.08043 0.99389
H 3.07680 -0.44742 -3.32554
H 1.13458 -2.01244 0.83839
H 1.73994 0.58991 -5.23144
H 2.91157 1.46099 0.24850
H 0.47295 1.97776 3.90906
H -0.91172 2.69516 1.88612
H -2.75042 1.96811 -2.51735
H -3.16725 3.27949 0.46587
H -0.21450 4.72388 -3.82023
H -4.09404 2.30061 -1.42508
H 1.95155 2.93176 4.08073
H -0.48434 -0.06913 0.93801
H 2.96378 -0.27608 2.54487
H -1.65080 -0.26706 -6.53581
H 0.55836 1.05896 -2.44608
H 0.49897 -0.44032 -3.35540
H -0.50813 0.44181 2.60750
*
```

Löwdin population analysis, charges in e, atoms 1 to 2: number 1, O, carries -0.106; number 2, O, carries -0.127

***

Entry 4
DFT (ωB97M-V/def2-TZVPD) results for C17H29N5O7 in the gas phase.

For the LUMO energy, the calculation gives 0.02243 Eh. As for the SMILES: COCCOCC(=O)NC[C@@]1(OC)CCN(C(=O)CCCn2c(O)nnc2O)C1. The HOMO energy is -9.00 eV.

```
! RIJCOSX wB97M-V def2-TZVPD def2/J DEFGRID3
* xyz 0 1
O 1.22979 3.28068 3.41880
O -2.69396 -1.55381 -2.85341
O 1.31394 0.50722 2.65327
O 2.37644 1.02223 -1.96543
O 3.75254 -0.36670 0.63245
O -3.57418 -3.64382 0.49447
O -1.27668 -0.02766 2.20436
N -1.32379 -3.32229 1.11147
N 1.68946 -1.17451 0.09243
N -0.63092 -2.22052 1.63574
N -0.78361 -0.41576 -2.53489
N -2.74406 -1.64191 1.36261
C -0.10957 -1.08174 -3.65231
C -3.94573 -0.58830 -0.49955
C 3.72530 0.82100 -2.35537
C 0.47303 4.33561 3.96414
C 2.12073 -0.65609 2.38958
C -1.49347 -1.26012 1.76521
C 1.50147 -0.06623 -2.16146
C 1.46658 1.60596 1.74796
C 1.88922 -1.30455 -1.33183
C 2.63224 -0.71948 0.95063
C 0.64516 2.76148 2.25039
C -2.66156 0.03948 -1.04241
C 0.11378 0.45905 -1.80477
C -2.54215 -2.93486 0.96202
C 1.30453 -0.49167 -3.62663
C -3.87982 -0.79046 1.01373
C -2.06494 -0.72156 -2.21894
H 0.38257 5.16871 3.25655
H -4.78927 -1.26000 1.38594
H 1.28880 -2.15098 -1.66920
H 4.20304 1.79698 -2.30939
H -0.38811 2.44219 2.44625
H 1.50932 -1.52642 2.62141
H 2.04880 -1.20838 -3.97419
H -3.23080 -4.50241 0.21354
H 3.79147 0.44726 -3.38198
H -0.53393 4.00095 4.24005
H -4.82201 0.01244 -0.74344
H -0.06099 0.42297 -0.73205
H 1.13759 1.33127 0.74341
H -0.11919 -2.16309 -3.49928
H 0.98974 4.68146 4.85620
H -3.73655 0.14803 1.54799
H 0.87242 -1.61106 0.51426
H 0.61213 3.52653 1.46110
H 1.36634 0.40131 -4.25161
H -1.91444 0.09148 -0.25156
H -0.31618 0.09108 2.44575
H 2.51873 1.89579 1.69403
H -4.09330 -1.55599 -0.97909
H 0.04643 1.50042 -2.13451
H -2.81218 1.07707 -1.35273
H 2.99562 -0.62085 3.03952
H 2.93477 -1.54706 -1.53020
H -0.63393 -0.88875 -4.58811
H 4.24339 0.14842 -1.67090
*
```

Löwdin population analysis, charges in e, atoms 1 to 2: number 1, O, carries -0.166; number 2, O, carries 0.062

***

Result of the stability comparison: entry 2 is the most stable of them.